Density functional theory data (ωB97M-V with the def2-TZVPD basis set) for a cluster of 11 separate species, C15H47BrFI2N4O12 in total at a distorted geometry.

LUMO level	-3.66	eV
frontier orbital gap	0.3100	Ha

The geometry in ORCA input format:
```
! wB97M-V def2-TZVPD RIJCOSX def2/J DEFGRID3
* xyz 1 1
C -3.8285 0.2692 -1.5156
C -2.4758 -0.4440 -1.5753
O -2.5229 -1.8497 -1.3231
C -3.2315 -2.2245 -0.1532
C -2.7065 -1.6302 1.1517
O -1.5767 -2.4088 1.5682
C -0.4166 -1.6658 1.7406
N 0.0920 -1.2059 0.4227
C 0.7361 -2.1536 -0.3461
N 0.0088 -3.1875 -0.7447
N 2.0364 -1.9414 -0.5482
C 2.5270 -1.6951 -1.9311
C 1.8351 -2.4811 -3.0553
C 0.5656 -1.8286 -3.5980
F 1.6901 -3.8189 -2.7747
C 2.4181 -0.9264 0.5287
Br 4.0781 0.0085 0.0648
C 2.7360 -1.8454 1.7345
I 2.7188 -3.9832 1.4911
C 3.0710 -1.4743 2.9478
C 3.3626 -2.4382 4.0748
I 3.2963 0.5487 3.5096
C 1.1117 -0.1436 0.4406
C 0.8016 1.1729 1.1373
N 1.7840 2.2109 0.8503
H -4.1737 0.3069 -0.4803
H -3.6770 1.2986 -1.8269
H -4.6009 -0.2500 -2.0768
H -2.0620 -0.3271 -2.5742
H -1.7447 0.0214 -0.9023
H -4.3111 -2.0738 -0.2296
H -3.1004 -3.3018 -0.0580
H -3.4868 -1.7759 1.9036
H -2.5129 -0.5578 1.1197
H 0.2691 -2.3011 2.2978
H -0.6554 -0.7660 2.3112
H -0.8041 -3.1350 -1.3464
H 0.2779 -4.1071 -0.4150
H 2.4108 -0.6492 -2.2038
H 3.5670 -1.9952 -1.9672
H 2.5364 -2.4318 -3.8916
H -0.2485 -1.7669 -2.8790
H 0.8369 -0.7955 -3.8278
H 0.2492 -2.2693 -4.5375
H 2.4489 -3.0116 4.2319
H 3.5181 -1.8783 4.9907
H 4.2225 -3.0653 3.8640
H 1.0844 0.1621 -0.6158
H -0.1678 1.5005 0.7270
H 0.6211 1.0324 2.2006
H 1.4329 3.1243 1.1143
H 1.8955 2.2247 -0.1602
O 2.8308 2.7480 6.9105
H 3.7760 2.8178 6.7362
H 2.4940 2.1992 6.1936
O -5.9720 2.5838 -1.9650
H -6.2303 2.4101 -1.0539
H -6.7811 2.9203 -2.3775
O 7.5521 -1.2804 -0.2250
H 7.3690 -1.4792 0.7006
H 6.7581 -0.8323 -0.5347
O -8.5980 3.9840 -2.5432
H -8.8692 3.8201 -1.6305
H -9.4015 4.3110 -2.9700
O 10.6235 -0.8529 0.3867
H 9.7717 -1.1497 0.0463
H 11.2361 -1.5565 0.1415
O -2.6892 1.0137 -4.4952
H -3.5544 1.0609 -4.0706
H -2.1922 1.7387 -4.1007
O 12.7768 -2.4593 -1.1940
H 13.2274 -1.6978 -0.8096
H 13.2037 -2.5737 -2.0498
O -10.0953 5.8981 -4.0640
H -9.2307 5.9261 -4.4906
H -10.5072 6.7334 -4.3092
O -9.9242 4.7142 0.0152
H -10.7922 4.7473 0.4320
H -9.4392 5.4457 0.4129
O 0.1171 3.9207 7.4962
H 0.9626 3.4771 7.6478
H -0.3585 3.3357 6.8981
*
```

Atom charges from the Löwdin analysis, given in e for atoms 1 to 5: atom 1 (C): -0.0730, atom 2 (C): -0.2629, atom 3 (O): -0.1693, atom 4 (C): -0.1782, atom 5 (C): -0.1493